[1]
Entry from OMol25: a structure of composition C23H40MoNO2P3 at a distorted geometry (ωB97M-V with the def2-TZVPD basis set).

Values from the calculation:
⟨S²⟩   2.0096
HOMO level (alpha / beta)   -18.09 / -18.09 eV
Relative energy (zero: lowest compared OMol25 entry of this formula, charge and spin)   369.4 kJ/mol
F_max   7.6 eV/A
LUMO energy (alpha / beta)   -0.5626 / -0.5624 hartree

The geometry in ORCA input format:
```
! RIJCOSX wB97M-V def2-TZVPD def2/J DEFGRID3
* xyz 4 3
P 3.48051 -2.15706 0.03874
C 4.03580 -1.75145 1.73372
H 4.84500 -2.44102 1.99420
H 3.17517 -1.89790 2.40295
H 4.35742 -0.70048 1.78008
C 4.73331 -3.33496 -0.58360
H 5.26209 -2.89016 -1.42682
H 4.18389 -4.22470 -0.90204
H 5.40405 -3.58053 0.25634
C 3.98562 -0.61786 -0.84402
H 4.91294 -0.79484 -1.39539
H 4.12331 0.19871 -0.12506
H 3.20660 -0.31913 -1.55429
P -1.40978 4.06517 -0.34067
C -1.58525 4.04077 1.48013
H -0.96634 4.75871 2.03204
H -1.19779 3.04685 1.81248
H -2.61410 4.12184 1.77306
C -0.61246 5.59877 -0.90021
H -0.54429 5.57948 -1.99959
H 0.42593 5.61634 -0.55115
H -1.15370 6.49035 -0.56573
C -3.07914 4.11806 -1.09117
H -3.56660 5.09288 -1.05093
H -3.71602 3.35310 -0.64311
H -2.96572 3.82832 -2.14307
P -2.37378 -2.30589 -0.04170
C -2.85959 -2.68257 1.67077
H -3.44636 -3.60776 1.68335
H -3.48462 -1.86724 2.08752
H -1.98025 -2.81423 2.32280
C -3.86080 -2.82260 -0.93528
H -4.12306 -3.81341 -0.55845
H -3.71218 -2.90068 -2.00983
H -4.68870 -2.13920 -0.73288
C -1.08185 -3.51017 -0.35592
H -1.51238 -4.51143 -0.22854
H -0.27185 -3.37549 0.36396
H -0.68629 -3.41337 -1.37861
Mo 0.46930 0.42987 -3.21414
C 0.82239 1.43843 -1.15630
O 1.12740 1.54237 -0.03536
C -2.16335 -0.50093 -0.08124
O -1.95895 0.62584 0.12216
C -1.23013 0.62902 -4.34578
C -0.77147 -0.71436 -4.35274
C 0.57293 -0.99328 -4.67950
C 1.47247 0.06202 -4.97293
C 1.02776 1.39719 -4.95401
C -0.32858 1.68480 -4.66130
H -2.18986 0.85080 -3.93295
H -1.42286 -1.51970 -4.05066
H 0.93733 -2.00584 -4.64335
H 2.51232 -0.15381 -5.15824
H 1.73197 2.19884 -5.11864
H -0.63453 2.71392 -4.56546
C 0.44422 -1.73653 5.46277
C 0.19005 -0.62698 4.49333
C 1.24760 0.12295 3.96381
C 0.96132 1.19898 3.10388
N -0.29982 1.53451 2.79497
C -1.30697 0.79254 3.25272
C -1.12028 -0.28740 4.11313
H 1.10720 -2.50295 5.03741
H 0.92493 -1.36183 6.37829
H -0.49787 -2.21747 5.74981
H 2.27788 -0.09848 4.22829
H 1.75259 1.80662 2.68986
H -2.31926 1.09319 2.96503
H -1.97450 -0.83757 4.49305
*
```

The molecule's Löwdin atomic charges, reported in e, are given here: atom 1 (P): 0.85, atom 2 (C): -0.27, atom 3 (H): 0.06, atom 4 (H): 0.02, atom 5 (H): 0.05, atom 6 (C): -0.25, atom 7 (H): 0.05, atom 8 (H): 0.04, atom 9 (H): 0.06, atom 10 (C): -0.29, atom 11 (H): 0.06, atom 12 (H): 0.04, atom 13 (H): -0.02, atom 14 (P): 1.01, atom 15 (C): -0.20, atom 16 (H): 0.09, atom 17 (H): 0.00, atom 18 (H): 0.06, atom 19 (C): -0.21, atom 20 (H): 0.07, atom 21 (H): 0.07, atom 22 (H): 0.09, atom 23 (C): -0.21, atom 24 (H): 0.09, atom 25 (H): 0.05, atom 26 (H): 0.05, atom 27 (P): 0.90, atom 28 (C): -0.13, atom 29 (H): 0.10, atom 30 (H): 0.09, atom 31 (H): 0.08, atom 32 (C): -0.13, atom 33 (H): 0.10, atom 34 (H): 0.08, atom 35 (H): 0.09, atom 36 (C): -0.13, atom 37 (H): 0.12, atom 38 (H): 0.07, atom 39 (H): 0.08, atom 40 (Mo): 1.24, atom 41 (C): -0.04, atom 42 (O): 0.08, atom 43 (C): 0.01, atom 44 (O): 0.22, atom 45 (C): -0.21, atom 46 (C): -0.23, atom 47 (C): -0.19, atom 48 (C): -0.17, atom 49 (C): -0.18, atom 50 (C): -0.18, atom 51 (H): 0.12, atom 52 (H): 0.12, atom 53 (H): 0.14, atom 54 (H): 0.15, atom 55 (H): 0.15, atom 56 (H): 0.13, atom 57 (C): -0.02, atom 58 (C): -0.25, atom 59 (C): 0.00, atom 60 (C): -0.12, atom 61 (N): 0.00, atom 62 (C): -0.18, atom 63 (C): -0.03, atom 64 (H): 0.09, atom 65 (H): 0.11, atom 66 (H): 0.09, atom 67 (H): 0.12, atom 68 (H): 0.11, atom 69 (H): 0.11, atom 70 (H): 0.12


[2]
Entry from OMol25: the molecule C23H40N2O3 at a distorted geometry (ωB97M-V with the def2-TZVPD basis set).

Values from the calculation:
HOMO level   -9.07 eV
Relative energy (zero: lowest compared OMol25 entry of this formula, charge and spin)   250.1 kJ/mol
F_max   1.9 eV/A
SMILES   C=CCOC[C@@H](C(=O)N1CC2(CCCN(C(=O)[C@H](C)C(C)C)C2)C1)C(C)(C)C
LUMO energy   0.0221 hartree

The geometry in ORCA input format:
```
! RIJCOSX wB97M-V def2-TZVPD def2/J DEFGRID3
* xyz 0 1
C 2.18274 -4.90046 1.12759
C 2.47460 -3.61314 0.87475
C 1.51071 -2.45190 1.04980
O 1.24561 -1.78143 -0.17761
C 2.32919 -1.02362 -0.72115
C 1.83937 -0.13322 -1.89131
C 0.71015 0.79244 -1.37270
O 0.99064 1.75426 -0.65849
N -0.54815 0.60733 -1.82464
C -1.19921 -0.70481 -2.13049
C -2.25315 -0.30737 -1.07974
C -3.71763 -0.48314 -1.54808
C -4.70115 -0.06873 -0.42759
C -4.38847 -0.74476 0.93089
N -2.97614 -0.45690 1.25269
C -2.65263 0.46941 2.19755
O -3.52472 1.02170 2.87110
C -1.15851 0.74999 2.54609
C -0.63663 -0.36407 3.49045
C -0.89463 2.19369 3.09776
C -1.32733 3.30540 2.11373
C 0.58227 2.42797 3.48248
C -2.01860 -1.01822 0.28447
C -1.75993 1.15393 -1.14738
C 2.99721 0.59219 -2.69001
C 2.42411 1.56714 -3.75168
C 3.83765 -0.45679 -3.46025
C 3.95705 1.39081 -1.77313
H 2.91759 -5.67907 0.97991
H 1.20688 -5.19946 1.48454
H 3.46095 -3.35910 0.51585
H 0.55964 -2.83421 1.42322
H 1.87584 -1.75843 1.80923
H 2.78639 -0.40600 0.05541
H 3.09359 -1.71665 -1.06971
H 1.38177 -0.81380 -2.60696
H -1.60661 -0.76145 -3.14129
H -0.67813 -1.59519 -1.77201
H -3.91375 0.09255 -2.45436
H -3.89139 -1.52767 -1.81272
H -4.68244 1.01460 -0.29370
H -5.72341 -0.30627 -0.72357
H -5.07313 -0.47211 1.73805
H -4.48534 -1.82780 0.84311
H -0.57864 0.70103 1.62683
H -0.86922 -1.36063 3.11225
H 0.44644 -0.32645 3.60126
H -1.08286 -0.28281 4.48289
H -1.48548 2.31952 4.00824
H -0.76182 3.25438 1.18199
H -2.38678 3.24445 1.86394
H -1.16528 4.29593 2.53964
H 1.24611 2.24106 2.63666
H 0.74904 3.45506 3.80921
H 0.89611 1.78791 4.30632
H -2.23913 -2.08189 0.18607
H -0.98634 -1.02783 0.62987
H -1.61016 1.52728 -0.13578
H -2.37026 1.78516 -1.79458
H 1.91397 2.41535 -3.29225
H 3.20642 1.98451 -4.38716
H 1.70413 1.07204 -4.40452
H 4.37671 -1.12868 -2.79315
H 3.21690 -1.07236 -4.11269
H 4.59059 0.01703 -4.09202
H 4.47071 0.75207 -1.05516
H 4.73087 1.89784 -2.35116
H 3.43510 2.16241 -1.20679
*
```

The molecule's Löwdin atomic charges, reported in e, are given here: atom 1 (C): 0.02, atom 2 (C): -0.14, atom 3 (C): -0.21, atom 4 (O): -0.16, atom 5 (C): -0.15, atom 6 (C): -0.14, atom 7 (C): -0.42, atom 8 (O): 0.06, atom 9 (N): 0.03, atom 10 (C): -0.04, atom 11 (C): -0.38, atom 12 (C): -0.13, atom 13 (C): -0.15, atom 14 (C): -0.12, atom 15 (N): -0.03, atom 16 (C): -0.41, atom 17 (O): 0.05, atom 18 (C): -0.24, atom 19 (C): -0.04, atom 20 (C): -0.36, atom 21 (C): -0.07, atom 22 (C): -0.07, atom 23 (C): -0.06, atom 24 (C): -0.01, atom 25 (C): -0.51, atom 26 (C): -0.05, atom 27 (C): -0.06, atom 28 (C): -0.05, atom 29 (H): 0.05, atom 30 (H): 0.06, atom 31 (H): 0.09, atom 32 (H): 0.11, atom 33 (H): 0.12, atom 34 (H): 0.13, atom 35 (H): 0.11, atom 36 (H): 0.13, atom 37 (H): 0.13, atom 38 (H): 0.12, atom 39 (H): 0.11, atom 40 (H): 0.12, atom 41 (H): 0.12, atom 42 (H): 0.11, atom 43 (H): 0.12, atom 44 (H): 0.12, atom 45 (H): 0.11, atom 46 (H): 0.07, atom 47 (H): 0.07, atom 48 (H): 0.09, atom 49 (H): 0.13, atom 50 (H): 0.07, atom 51 (H): 0.07, atom 52 (H): 0.08, atom 53 (H): 0.08, atom 54 (H): 0.08, atom 55 (H): 0.06, atom 56 (H): 0.14, atom 57 (H): 0.10, atom 58 (H): 0.10, atom 59 (H): 0.13, atom 60 (H): 0.08, atom 61 (H): 0.08, atom 62 (H): 0.08, atom 63 (H): 0.07, atom 64 (H): 0.08, atom 65 (H): 0.08, atom 66 (H): 0.08, atom 67 (H): 0.08, atom 68 (H): 0.08


[3]
Entry from OMol25: a cluster of 3 separate species, C23H40N3O5P in total at a distorted geometry (ωB97M-V with the def2-TZVPD basis set).

Values from the calculation:
HOMO level   -9.14 eV
Relative energy (zero: lowest compared OMol25 entry of this formula, charge and spin)   0.0 kJ/mol
F_max   1.9 eV/A
SMILES   CC(=O)N(C)c1ccc(P(=N)(O)O)c2c1C(=O)NC2=O.CCCCCC.CCCCCC
LUMO energy   -0.0338 hartree

The geometry in ORCA input format:
```
! RIJCOSX wB97M-V def2-TZVPD def2/J DEFGRID3
* xyz 0 1
C 5.29732 5.93449 -2.27152
C 5.21394 5.69650 -3.75936
O 5.95616 6.25318 -4.51325
N 4.23713 4.78178 -4.29337
C 4.75525 3.40458 -4.44003
C 2.93056 4.93519 -3.75316
C 2.11492 5.90414 -4.34341
C 0.82677 6.13679 -3.89030
C 0.26567 5.42179 -2.83071
P -1.41915 5.78093 -2.21898
N -1.39812 6.35713 -0.78731
O -2.27275 4.45087 -2.40509
O -2.10518 6.77477 -3.25728
C 1.07093 4.44745 -2.24429
C 2.37686 4.23555 -2.68466
C 2.98835 3.17095 -1.80817
O 4.12480 2.90960 -1.55899
N 1.87260 2.54962 -1.23976
C 0.81913 3.46270 -1.11760
O -0.03444 3.43232 -0.29529
H 5.98382 5.19928 -1.86326
H 5.68905 6.92885 -2.10929
H 4.32097 5.82028 -1.81660
H 3.96335 2.67269 -4.38112
H 5.51575 3.19725 -3.69248
H 5.25537 3.33938 -5.40194
H 2.51260 6.47941 -5.16501
H 0.23961 6.89714 -4.38489
H -0.45874 6.40324 -0.41981
H -1.71495 3.77481 -2.80846
H -1.57766 7.57665 -3.33389
H 2.03570 1.98926 -0.40970
C 0.88719 -3.88335 1.46528
C 0.34132 -2.46504 1.60132
C -1.00148 -2.26329 0.90072
C -0.97540 -2.47182 -0.61437
C 0.01310 -1.58415 -1.36755
C -0.28561 -0.09338 -1.23072
H 1.08007 -4.14762 0.42451
H 1.82760 -3.98575 2.00893
H 0.18053 -4.60767 1.87521
H 1.07839 -1.74993 1.22520
H 0.21176 -2.23809 2.66305
H -1.37081 -1.25882 1.12547
H -1.73295 -2.95448 1.33210
H -1.98194 -2.29354 -1.00552
H -0.75074 -3.51885 -0.83586
H -0.01654 -1.85342 -2.42669
H 1.03469 -1.78464 -1.03247
H -1.28764 0.13589 -1.60008
H 0.42861 0.49181 -1.80981
H -0.22286 0.24017 -0.19341
C -0.99946 -6.16372 4.85842
C -1.86762 -5.18518 4.07275
C -3.07230 -4.67340 4.86037
C -4.07473 -5.75130 5.27572
C -4.65806 -6.56507 4.12208
C -5.45297 -5.72450 3.12646
H -1.55092 -7.06451 5.13117
H -0.13754 -6.47523 4.26600
H -0.62588 -5.70215 5.77464
H -2.19408 -5.65254 3.13917
H -1.25421 -4.32620 3.78617
H -3.58259 -3.90832 4.26845
H -2.71629 -4.16561 5.76219
H -4.89321 -5.27081 5.82083
H -3.60304 -6.43424 5.98778
H -5.31581 -7.33265 4.53799
H -3.86301 -7.10002 3.59547
H -6.28022 -5.21372 3.62332
H -5.87229 -6.35305 2.33964
H -4.82865 -4.97030 2.64500
*
```

The molecule's Löwdin atomic charges, reported in e, are given here: atom 1 (C): 0.03, atom 2 (C): -0.46, atom 3 (O): 0.13, atom 4 (N): -0.06, atom 5 (C): -0.02, atom 6 (C): -0.18, atom 7 (C): 0.03, atom 8 (C): -0.04, atom 9 (C): -0.17, atom 10 (P): 0.47, atom 11 (N): -0.14, atom 12 (O): -0.11, atom 13 (O): -0.14, atom 14 (C): -0.06, atom 15 (C): -0.02, atom 16 (C): -0.38, atom 17 (O): 0.14, atom 18 (N): 0.17, atom 19 (C): -0.40, atom 20 (O): 0.15, atom 21 (H): 0.09, atom 22 (H): 0.09, atom 23 (H): 0.07, atom 24 (H): 0.09, atom 25 (H): 0.08, atom 26 (H): 0.09, atom 27 (H): 0.13, atom 28 (H): 0.10, atom 29 (H): -0.02, atom 30 (H): 0.08, atom 31 (H): 0.07, atom 32 (H): 0.17, atom 33 (C): -0.11, atom 34 (C): -0.27, atom 35 (C): -0.23, atom 36 (C): -0.23, atom 37 (C): -0.26, atom 38 (C): -0.11, atom 39 (H): 0.07, atom 40 (H): 0.07, atom 41 (H): 0.06, atom 42 (H): 0.10, atom 43 (H): 0.10, atom 44 (H): 0.10, atom 45 (H): 0.10, atom 46 (H): 0.11, atom 47 (H): 0.10, atom 48 (H): 0.10, atom 49 (H): 0.10, atom 50 (H): 0.08, atom 51 (H): 0.05, atom 52 (H): 0.07, atom 53 (C): -0.10, atom 54 (C): -0.28, atom 55 (C): -0.23, atom 56 (C): -0.23, atom 57 (C): -0.27, atom 58 (C): -0.11, atom 59 (H): 0.07, atom 60 (H): 0.07, atom 61 (H): 0.08, atom 62 (H): 0.10, atom 63 (H): 0.09, atom 64 (H): 0.10, atom 65 (H): 0.11, atom 66 (H): 0.11, atom 67 (H): 0.10, atom 68 (H): 0.10, atom 69 (H): 0.10, atom 70 (H): 0.07, atom 71 (H): 0.07, atom 72 (H): 0.06


Respective calculated total energy values: -59758.03173 -33622.41068 -48498.50617 eV.